{
  "formula": "C46H51N6O3PReS2",
  "method": "ωB97M-V/def2-TZVPD",
  "energy_ev": -96694.0904,
  "e_above_lowest_ev": 2.0594,
  "multiplicity": 3,
  "s_squared": 2.0171,
  "charge": 1,
  "symbols": ["Re", "C", "C", "C", "C", "C", "C", "C", "S", "O", "O", "N", "C", "C", "C", "C", "C", "C", "C", "C", "N", "C", "H", "H", "H", "H", "H", "H", "H", "H", "H", "H", "H", "H", "H", "O", "N", "C", "C", "C", "C", "C", "H", "H", "H", "H", "H", "C", "P", "C", "C", "C", "C", "C", "C", "C", "H", "H", "H", "H", "H", "H", "H", "H", "H", "H", "H", "C", "N", "C", "C", "S", "N", "C", "C", "H", "H", "H", "H", "H", "H", "H", "H", "H", "H", "H", "H", "C", "C", "C", "C", "C", "C", "N", "C", "C", "C", "C", "C", "C", "H", "H", "H", "H", "H", "H", "H", "H", "H", "H"],
  "coordinates": [[0.6167, -1.2040, -1.1869], [-4.6635, -0.7100, 5.7403], [-3.5533, -0.9059, 4.7556], [-3.8203, -1.2794, 3.4447], [-2.7953, -1.4535, 2.5292], [-1.4849, -1.2878, 2.9316], [-1.1970, -0.9054, 4.2305], [-2.2282, -0.7009, 5.1297], [-0.0727, -1.6375, 1.8695], [0.7670, -0.4698, 1.8127], [0.5266, -2.8515, 2.3453], [-0.6053, -1.8538, 0.3174], [-1.2972, -2.9608, -0.0470], [-1.8902, -3.8812, 0.8131], [-2.6319, -4.9434, 0.3025], [-2.7968, -5.1278, -1.0505], [-2.1603, -4.2659, -1.9624], [-2.1872, -4.4487, -3.3609], [-1.4964, -3.5739, -4.1581], [-0.7685, -2.5348, -3.5792], [-0.7055, -2.3367, -2.2669], [-1.4041, -3.1811, -1.4573], [-5.5873, -1.1601, 5.3878], [-4.8461, 0.3516, 5.9037], [-4.4082, -1.1497, 6.7009], [-4.8403, -1.4528, 3.1368], [-3.0209, -1.7307, 1.5109], [-0.1633, -0.7735, 4.5160], [-2.0089, -0.3939, 6.1396], [-1.7520, -3.7722, 1.8768], [-3.0868, -5.6361, 0.9953], [-3.3811, -5.9487, -1.4358], [-2.7292, -5.2853, -3.7724], [-1.4882, -3.6927, -5.2290], [-0.1949, -1.8565, -4.1929], [2.4431, -1.3287, 0.0225], [3.4885, -0.6075, 0.1960], [4.7003, -1.1725, 0.0316], [5.8522, -0.4413, 0.2045], [5.7687, 0.9012, 0.5476], [4.5113, 1.4578, 0.7293], [3.3863, 0.6857, 0.5535], [4.6893, -2.2171, -0.2412], [6.8071, -0.9246, 0.0810], [6.6605, 1.4912, 0.6785], [4.3989, 2.4899, 1.0176], [2.3805, 1.0394, 0.7218], [-0.6454, 1.2172, -3.5645], [-0.7483, 0.6623, -1.8235], [-2.5104, 0.1527, -1.7565], [-0.7815, 2.2569, -0.9478], [0.0499, 3.2515, -1.2980], [0.0116, 4.5371, -0.6486], [-0.7879, 4.7750, 0.3990], [-1.7575, 3.7726, 0.9075], [-1.7481, 2.4257, 0.1728], [0.3638, 1.5179, -3.8205], [-1.3237, 2.0528, -3.7136], [-0.9393, 0.3912, -4.2028], [-3.1653, 0.9944, -1.9791], [-2.7301, -0.2470, -0.7684], [-2.6648, -0.6222, -2.5050], [0.7677, 3.1047, -2.0898], [0.6831, 5.2981, -1.0128], [-0.8050, 5.7382, 0.8886], [-2.7477, 4.2398, 0.8476], [-2.7519, 2.1140, -0.1229], [-0.5147, 3.0238, 4.4875], [-0.5506, 3.6622, 3.1789], [0.7865, 3.6296, 2.6188], [-1.5999, 3.1970, 2.3630], [-1.2522, 1.4314, 1.6428], [-2.8286, 3.1933, 3.1077], [-3.9276, 2.4154, 2.5869], [-3.2747, 4.5210, 3.4958], [-0.1559, 1.9876, 4.4108], [-1.5061, 3.0203, 4.9284], [0.1715, 3.5834, 5.1202], [1.4421, 4.1977, 3.2777], [0.8006, 4.0876, 1.6386], [1.1607, 2.6018, 2.5442], [-3.6073, 1.3912, 2.4178], [-4.3531, 2.8247, 1.6598], [-4.7155, 2.4086, 3.3366], [-2.4333, 5.0987, 3.8729], [-4.0237, 4.4073, 4.2791], [-3.7421, 5.0694, 2.6636], [4.3952, -4.7113, -2.7448], [4.8849, -3.5383, -3.3003], [4.1367, -2.3787, -3.2804], [2.8439, -2.3540, -2.7232], [2.3793, -3.5482, -2.1398], [3.1418, -4.6957, -2.1536], [2.0753, -1.2078, -2.6524], [2.4764, -0.1305, -3.4413], [2.6202, 1.1257, -2.8418], [3.1078, 2.1956, -3.5652], [3.4295, 2.0405, -4.9054], [3.2408, 0.8128, -5.5224], [2.7634, -0.2659, -4.8042], [4.9805, -5.6182, -2.7658], [5.8665, -3.5247, -3.7508], [4.5645, -1.4699, -3.6793], [1.4060, -3.5837, -1.6659], [2.7475, -5.5944, -1.7059], [2.3639, 1.2232, -1.7931], [3.2572, 3.1469, -3.0748], [3.8389, 2.8667, -5.4637], [3.4797, 0.6923, -6.5683], [2.6234, -1.2244, -5.2828]]
}



{
  "formula": "C46H52AsHfN8OS4Te",
  "method": "ωB97M-V/def2-TZVPD",
  "energy_ev": -175297.1331,
  "e_above_lowest_ev": 0.5505,
  "multiplicity": 2,
  "s_squared": 0.7560,
  "symbols": ["Hf", "C", "C", "C", "C", "N", "C", "N", "C", "N", "C", "N", "C", "C", "C", "C", "C", "N", "C", "C", "C", "C", "C", "C", "H", "H", "H", "H", "H", "H", "H", "H", "H", "H", "H", "H", "S", "C", "S", "S", "C", "As", "C", "C", "H", "H", "H", "H", "H", "H", "H", "H", "H", "C", "N", "C", "C", "N", "C", "S", "H", "H", "H", "H", "H", "H", "C", "C", "O", "N", "Te", "C", "C", "C", "C", "C", "C", "C", "C", "C", "C", "C", "C", "C", "C", "C", "C", "C", "C", "H", "H", "H", "H", "H", "H", "H", "H", "H", "H", "H", "H", "H", "H", "H", "H", "H", "H", "H", "H", "H", "H", "H", "H", "H"],
  "coordinates": [[-0.0004, -1.0839, -1.3550], [-3.2603, 2.0895, -2.5759], [-2.6376, 3.2740, -2.9853], [-1.2758, 3.2773, -3.1123], [-0.5320, 2.1266, -2.7745], [-1.1380, 0.9914, -2.3169], [-2.4796, 0.9862, -2.2793], [0.8068, 2.2578, -2.9997], [1.7099, 1.5393, -2.4468], [1.6047, 0.5513, -1.5136], [2.9197, 0.3622, -1.0451], [3.3535, -0.3064, -0.0727], [2.5798, -1.0167, 0.8020], [3.3044, -1.4927, 1.8975], [2.6530, -2.2220, 2.8516], [1.2742, -2.3837, 2.7565], [0.6215, -1.8596, 1.6641], [1.2794, -1.2530, 0.6303], [3.9057, 1.1343, -1.8711], [5.2851, 1.1236, -1.8931], [5.8902, 1.8183, -2.9335], [5.1333, 2.4387, -3.9078], [3.7346, 2.4938, -3.8338], [3.1335, 1.8149, -2.7824], [-4.3267, 2.0176, -2.4937], [-3.2165, 4.1856, -3.1504], [-0.7091, 4.1222, -3.4997], [-2.9229, 0.0507, -1.9698], [4.3750, -1.2661, 1.9309], [3.2119, -2.6417, 3.6758], [0.7068, -2.9076, 3.5219], [-0.4342, -1.9099, 1.5031], [5.8201, 0.5967, -1.1017], [6.9641, 1.8246, -3.0158], [5.6806, 3.0164, -4.6894], [3.1578, 3.0781, -4.5337], [2.8551, -4.7576, -0.1356], [1.9321, -3.7170, -0.9564], [2.3510, -2.4871, -2.1037], [0.1760, -3.7228, -0.6071], [1.7469, -0.6763, -5.4319], [0.0298, -1.0344, -4.5422], [-0.5730, -2.4825, -5.7612], [-1.0879, 0.3585, -5.4514], [1.6512, -0.7166, -6.5175], [2.4944, -1.4160, -5.1207], [2.1055, 0.3102, -5.1443], [-0.5844, -2.1146, -6.7757], [-1.5516, -2.8350, -5.5023], [0.1436, -3.3120, -5.6645], [-1.2402, 0.1334, -6.5065], [-0.5962, 1.3496, -5.3414], [-2.0568, 0.4264, -4.9699], [-1.1151, -7.2418, -3.3988], [-2.0804, -6.2502, -2.9359], [-3.4678, -6.3948, -2.7146], [-3.9065, -5.1677, -2.3291], [-2.8185, -4.3241, -2.3309], [-1.7225, -4.9648, -2.7717], [-0.1861, -4.3565, -3.2262], [-1.6271, -8.2063, -3.3835], [-0.2718, -7.2533, -2.7054], [-0.7463, -7.0211, -4.4050], [-3.9909, -7.3375, -2.8194], [-4.8781, -4.8627, -2.0375], [-2.7317, -3.3122, -2.1181], [-3.7153, -1.9219, 0.0333], [-2.3420, -1.5482, -0.4682], [-2.0751, -1.9386, -1.6941], [-1.4523, -0.8468, 0.1172], [-1.8717, 0.9277, 2.5707], [-2.0558, 1.6411, 4.5379], [-2.1587, 0.7158, 5.5867], [-2.3531, -0.7517, 5.3208], [-2.1348, 1.1513, 6.9022], [-1.9591, 2.4945, 7.1992], [-1.8649, 2.9539, 8.6189], [-1.8648, 3.4205, 6.1632], [-1.9309, 3.0017, 4.8402], [-1.8784, 4.0062, 3.7465], [0.0695, 1.7225, 2.2160], [1.1662, 1.4007, 3.0518], [1.0110, 0.6201, 4.3083], [2.4334, 1.8610, 2.7085], [2.6437, 2.6679, 1.6023], [4.0155, 3.1852, 1.3212], [1.5451, 2.9903, 0.8100], [0.2649, 2.5297, 1.1124], [-0.8880, 3.0019, 0.2744], [-4.3782, -2.1549, -0.7848], [-4.1767, -1.1372, 0.5994], [-3.6830, -2.8311, 0.6262], [-1.6718, -1.0862, 4.5374], [-3.3634, -0.9652, 4.9579], [-2.1980, -1.3785, 6.2223], [-2.1658, 0.4121, 7.7122], [-1.7507, 2.1276, 9.3279], [-2.7730, 3.4843, 8.9278], [-1.0305, 3.6437, 8.7681], [-1.6743, 4.4388, 6.4061], [-1.7815, 5.0067, 4.1586], [-2.7726, 3.9835, 3.1272], [-1.0519, 3.8153, 3.0493], [0.3391, -0.2382, 4.1833], [0.5890, 1.2752, 5.0760], [1.9827, 0.2766, 4.6356], [3.2710, 1.5751, 3.3543], [4.7420, 2.3878, 1.1650], [4.3701, 3.7460, 2.1818], [4.0651, 3.8503, 0.4524], [1.6543, 3.6470, -0.0512], [-0.5151, 3.5300, -0.6137], [-1.5333, 3.6884, 0.8081], [-1.5227, 2.1771, -0.0785]]
}



{
  "formula": "C46H52BFN3O3",
  "method": "ωB97M-V/def2-TZVPD",
  "energy_ev": -62530.2070,
  "charge": 1,
  "symbols": ["C", "C", "C", "C", "C", "C", "C", "C", "C", "N", "N", "C", "C", "C", "C", "O", "C", "B", "O", "O", "C", "F", "C", "N", "H", "H", "H", "H", "H", "H", "H", "H", "H", "H", "H", "H", "H", "H", "H", "H", "H", "H", "H", "H", "H", "H", "C", "C", "C", "C", "C", "C", "H", "H", "H", "H", "H", "H", "C", "C", "C", "C", "C", "C", "H", "H", "H", "H", "H", "H", "C", "C", "C", "C", "C", "C", "H", "H", "H", "H", "H", "H", "C", "C", "C", "C", "C", "C", "H", "H", "H", "H", "H", "H", "C", "C", "C", "C", "C", "C", "H", "H", "H", "H", "H", "H"],
  "coordinates": [[-2.9484, -4.3641, 2.1913], [-3.7818, -3.2155, 1.3194], [-5.2107, -2.5744, 1.8737], [-6.0502, -1.4268, 1.0318], [-5.5222, -0.8870, -0.4423], [-4.0842, -1.5298, -0.9949], [-3.2491, -2.6582, -0.1317], [-1.8102, -3.1813, -0.7956], [-0.7188, -1.9659, -0.4355], [-0.9052, -0.6628, -1.1229], [-0.0284, 0.3417, -0.8329], [-0.2822, 1.6368, -1.6419], [0.7698, 1.7771, -2.9296], [1.5271, 3.2287, -2.9985], [2.5394, 3.1615, -4.3183], [3.8359, 2.6329, -3.8402], [1.1337, 0.3990, 0.1210], [2.1613, 1.6495, 0.3959], [1.5408, 2.9454, 0.8459], [3.6361, 1.6256, 0.2674], [1.4718, -0.9913, 0.9901], [2.6126, -1.0344, 1.9544], [0.4726, -2.2994, 0.6911], [0.6285, -3.6252, 1.4024], [-2.1651, -4.9558, 1.5513], [-3.7887, -5.0948, 2.6104], [-2.3740, -3.8547, 3.0827], [-5.5745, -2.9661, 2.9285], [-7.0428, -0.9742, 1.4823], [-6.1508, -0.0965, -1.0335], [-3.6925, -1.1096, -2.0398], [-1.4563, -4.2135, -0.3728], [-1.8718, -3.2085, -1.9873], [-1.3575, 1.5656, -2.1579], [-0.3267, 2.5935, -0.9715], [0.1504, 1.6738, -3.9386], [1.5120, 0.8427, -2.9353], [2.1776, 3.4776, -2.0581], [0.7015, 4.0345, -3.2461], [2.6383, 4.2585, -4.7613], [2.1410, 2.4684, -5.1727], [4.3974, 3.4513, -3.6246], [0.6281, 2.7752, 1.2274], [3.9629, 1.9457, 1.1809], [0.3581, -4.4425, 0.8122], [1.6075, -3.8098, 1.7115], [-1.3831, -8.8251, -2.6849], [-0.6586, -8.6736, -1.5030], [0.0189, -7.4818, -1.2474], [-0.0362, -6.4369, -2.1702], [-0.7639, -6.5871, -3.3504], [-1.4338, -7.7823, -3.6102], [-1.9083, -9.7553, -2.8854], [-0.6213, -9.4854, -0.7809], [0.5889, -7.3665, -0.3295], [0.4877, -5.5062, -1.9689], [-0.8081, -5.7721, -4.0686], [-1.9960, -7.9010, -4.5323], [-4.0965, 3.1983, 3.7946], [-3.6056, 2.2463, 2.9016], [-2.6588, 2.6098, 1.9443], [-2.1953, 3.9244, 1.8865], [-2.6835, 4.8755, 2.7820], [-3.6372, 4.5141, 3.7333], [-4.8369, 2.9154, 4.5383], [-3.9617, 1.2203, 2.9511], [-2.2814, 1.8693, 1.2443], [-1.4539, 4.2068, 1.1437], [-2.3210, 5.8996, 2.7379], [-4.0214, 5.2566, 4.4272], [7.4731, -1.4812, 2.7562], [6.1170, -1.2580, 2.5196], [5.6633, -1.0297, 1.2209], [6.5652, -1.0344, 0.1564], [7.9208, -1.2613, 0.3927], [8.3758, -1.4804, 1.6926], [7.8268, -1.6557, 3.7690], [5.4133, -1.2612, 3.3482], [4.6075, -0.8491, 1.0376], [6.2111, -0.8613, -0.8564], [8.6233, -1.2666, -0.4371], [9.4328, -1.6517, 1.8770], [-5.4579, 1.3948, 8.3365], [-5.3618, 0.9781, 7.0091], [-6.5036, 0.9233, 6.2102], [-7.7411, 1.2950, 6.7364], [-7.8365, 1.7153, 8.0628], [-6.6962, 1.7612, 8.8644], [-4.5684, 1.4342, 8.9598], [-4.3964, 0.6951, 6.5971], [-6.4295, 0.5921, 5.1779], [-8.6302, 1.2570, 6.1126], [-8.8007, 2.0065, 8.4722], [-6.7718, 2.0834, 9.8992], [5.7412, 4.0546, -7.7749], [6.3721, 5.0506, -8.5199], [6.3786, 6.3674, -8.0608], [5.7622, 6.6868, -6.8507], [5.1346, 5.6901, -6.1039], [5.1200, 4.3749, -6.5675], [5.7334, 3.0291, -8.1347], [6.8583, 4.8004, -9.4595], [6.8644, 7.1443, -8.6448], [5.7715, 7.7121, -6.4904], [4.6557, 5.9389, -5.1600], [4.6262, 3.5997, -5.9882]]
}